Formula: C4H8O
Source: the Open Molecules 2025 dataset
Level of theory: ωB97M-V/def2-TZVPD

The geometry in XYZ format:
```
13
Properties=species:S:1:pos:R:3
C 2.154 -0.172 0.922
C 0.737 -0.667 0.976
O -0.021 0.332 0.596
C -1.343 -0.041 0.162
C -1.396 0.306 -1.315
H 2.602 -0.818 0.153
H 2.698 -0.389 1.845
H 2.266 0.877 0.623
H -1.446 -1.113 0.350
H -2.076 0.515 0.753
H -0.466 -0.030 -1.785
H -2.234 -0.186 -1.816
H -1.475 1.387 -1.465
```

Values from the calculation:
Highest occupied orbital energy in eV: -8.4
Spin multiplicity: 1
LUMO in eV: 1.1
Energy above the lowest of the compared OMol25 structures with the same formula, charge and spin in kJ/mol: 266.24

Formula: C3H13NO3
Source: the Open Molecules 2025 dataset
Level of theory: ωB97M-V/def2-TZVPD

The geometry in XYZ format:
```
20
Properties=species:S:1:pos:R:3
C 0.081 -1.778 1.824
C 0.933 -0.840 1.439
N 0.896 -0.040 0.269
C 2.144 -0.188 -0.487
H -0.848 -2.040 1.350
H 0.376 -2.329 2.707
H 1.826 -0.743 2.043
H 0.133 -0.387 -0.314
H 2.327 -1.198 -0.865
H 2.986 0.113 0.119
H 2.125 0.427 -1.383
O -0.690 2.214 0.475
H -1.277 2.199 1.239
H 0.001 1.508 0.576
O -1.398 -1.072 -1.377
H -0.735 -1.089 -2.077
H -1.898 -0.258 -1.599
O -2.473 1.461 -1.398
H -1.782 1.739 -0.748
H -2.729 2.300 -1.794
```

Values from the calculation:
Highest occupied orbital energy in eV: -8.9
Spin multiplicity: 1
LUMO in eV: 0.8
Energy above the lowest of the compared OMol25 structures with the same formula, charge and spin in kJ/mol: 63.92

Formula: C20H26BrIN3O6Ti
Source: the Open Molecules 2025 dataset
Level of theory: ωB97M-V/def2-TZVPD

The geometry in XYZ format:
```
58
Properties=species:S:1:pos:R:3
Ti -2.513 -5.685 17.376
C 0.095 -4.993 19.192
C -0.736 -5.988 19.947
O -1.448 -6.768 19.000
C -0.814 -7.922 18.559
C -0.291 -7.812 17.153
O -1.366 -7.094 16.364
C -1.706 -7.613 15.097
C -3.181 -7.420 14.872
O -3.410 -6.123 15.477
C -3.900 -4.987 14.703
C -2.788 -3.864 14.830
O -2.432 -3.910 16.207
C -1.778 -2.784 16.795
C -0.579 -3.220 17.578
O -0.863 -4.481 18.210
H 0.899 -5.534 18.660
H 0.532 -4.224 19.798
H -1.540 -5.328 20.343
H -0.113 -6.570 20.665
H -1.576 -8.682 18.630
H -0.036 -8.227 19.254
H -0.168 -8.827 16.732
H 0.566 -7.281 17.018
H -1.315 -8.659 14.999
H -1.190 -7.101 14.337
H -3.802 -8.214 15.373
H -3.417 -7.370 13.818
H -4.890 -4.721 15.108
H -3.990 -5.303 13.641
H -3.169 -2.848 14.537
H -1.896 -4.120 14.314
H -2.458 -2.266 17.521
H -1.465 -2.130 15.954
H -0.414 -2.472 18.323
H 0.337 -3.269 16.921
N -5.590 -8.204 18.548
C -4.918 -7.097 18.632
O -3.807 -7.090 17.901
C -5.339 -6.056 19.420
C -4.526 -4.975 19.070
N -3.698 -4.366 18.541
C -6.602 -5.976 20.162
N -7.612 -6.008 20.756
H -6.530 -8.100 18.911
H -5.314 -8.961 17.967
Br 0.525 -4.413 12.800
C 0.327 -6.198 12.207
C -0.492 -6.332 11.062
C -0.784 -7.623 10.595
C -0.163 -8.741 11.151
C 0.720 -8.523 12.237
C 0.922 -7.272 12.826
I 2.227 -6.964 14.424
H -0.826 -5.465 10.510
H -1.349 -7.709 9.704
H -0.120 -9.736 10.687
H 1.429 -9.320 12.537
```

Values from the calculation:
Net charge: +2
Highest occupied orbital energy (alpha / beta) in eV: -14.1 / -14.1
Spin multiplicity: 2
LUMO (alpha / beta) in eV: -6.4 / -5.9
Energy above the lowest of the compared OMol25 structures with the same formula, charge and spin in kJ/mol: 70.19

Formula: C12H23O7P2SbV
Source: the Open Molecules 2025 dataset
Level of theory: ωB97M-V/def2-TZVPD

The geometry in XYZ format:
```
46
Properties=species:S:1:pos:R:3
V 0.385 0.137 0.112
C -1.414 -3.776 2.079
C -0.579 -2.609 1.541
O 0.812 -2.763 1.737
P -0.985 -1.041 2.417
O -0.768 -1.365 3.905
O -2.351 -0.383 2.093
O 0.040 0.050 1.912
P -0.945 -2.421 -0.265
O -0.485 -3.755 -0.906
O -2.268 -1.841 -0.452
O 0.235 -1.364 -0.793
H -1.302 -3.862 3.161
H -1.058 -4.696 1.615
H -2.474 -3.662 1.843
H 0.979 -3.419 2.429
H -0.983 -0.755 4.634
H -3.187 -0.881 2.087
H -1.082 -4.223 -1.517
C -0.916 1.457 -0.772
C 0.317 2.152 -0.914
C 0.838 2.923 0.175
C 1.953 3.708 -0.011
C 2.542 3.769 -1.279
C 2.088 2.984 -2.346
C 1.011 2.150 -2.165
H -1.370 0.979 -1.637
H -1.604 1.724 0.030
H 0.302 2.948 1.119
H 2.330 4.326 0.793
H 3.372 4.448 -1.440
H 2.569 3.056 -3.313
H 0.621 1.559 -2.987
C 4.314 0.647 -1.510
Sb 3.163 -0.282 -0.010
C 3.436 -2.339 -0.356
C 4.037 0.274 1.826
H 5.280 0.139 -1.517
H 4.467 1.698 -1.282
H 3.843 0.529 -2.483
H 4.513 -2.512 -0.331
H 3.050 -2.584 -1.343
H 2.942 -2.940 0.401
H 5.021 -0.189 1.895
H 3.422 -0.056 2.660
H 4.143 1.357 1.849
```

Values from the calculation:
Net charge: +3
Highest occupied orbital energy (alpha / beta) in eV: -19.5 / -19.5
Spin multiplicity: 1
LUMO (alpha / beta) in eV: -12.1 / -12.2
Energy above the lowest of the compared OMol25 structures with the same formula, charge and spin in kJ/mol: 10.27

Formula: C11H25BrCaClCsF8IMgN3O19PS4
Source: the Open Molecules 2025 dataset
Level of theory: ωB97M-V/def2-TZVPD

The geometry in XYZ format:
```
77
Properties=species:S:1:pos:R:3
O -1.128 2.800 2.147
C -0.045 3.318 1.365
C 0.247 2.484 0.056
C 0.106 0.899 0.226
P -0.491 -0.005 -1.336
C -0.361 1.068 -2.913
C 1.198 1.401 -3.260
C 1.562 2.984 -3.374
I 3.428 3.527 -2.325
C -2.344 -0.393 -1.037
C -3.096 1.021 -0.864
O -3.572 1.465 -2.170
C -4.388 0.755 0.029
F -4.869 -0.484 -0.294
F -4.021 0.806 1.358
F -5.381 1.745 -0.170
H -1.535 3.578 2.567
H -0.335 4.366 1.034
H 0.909 3.450 1.965
H 1.323 2.681 -0.221
H -0.455 2.870 -0.766
H -0.520 0.609 1.119
H 1.148 0.503 0.440
H 0.308 -1.249 -1.626
H -1.018 2.016 -2.859
H -0.798 0.423 -3.737
H 1.833 0.886 -2.491
H 1.420 0.922 -4.259
H 0.677 3.692 -3.099
H 1.794 3.179 -4.465
H -2.690 -0.973 -1.933
H -2.398 -0.966 -0.069
H -2.428 1.843 -0.402
H -3.833 2.425 -2.144
O -6.614 2.120 -5.830
S -5.731 1.672 -4.748
O -6.545 1.150 -3.632
O -4.937 2.825 -4.268
O -4.828 0.617 -5.231
N 5.233 2.516 0.900
H 5.431 1.545 0.631
H 4.785 3.004 0.113
H 4.605 2.521 1.709
H 6.107 2.988 1.144
Cs -1.126 3.747 -2.693
C -8.458 6.304 -2.239
F -9.622 6.023 -2.840
F -8.378 7.646 -2.168
F -8.567 5.859 -0.961
S -7.010 5.555 -3.120
O -7.035 6.129 -4.443
O -7.253 4.119 -3.082
O -5.844 5.950 -2.320
Mg -5.632 3.845 -0.898
O 4.201 -0.972 2.620
Cl 3.515 -1.601 1.509
O 4.468 -1.969 0.491
O 2.564 -0.665 0.949
O 2.803 -2.776 1.975
C 6.860 -4.730 3.147
N 5.455 -4.348 2.848
O 4.539 -5.096 3.268
O 5.257 -3.361 2.227
H 6.858 -5.657 3.719
H 7.371 -4.864 2.196
H 7.302 -3.919 3.724
N 4.138 -8.095 5.381
S 3.186 -8.935 6.335
O 3.813 -9.923 7.159
O 1.876 -9.245 5.826
F 2.850 -7.800 7.400
S 4.731 -8.975 4.220
O 5.837 -8.338 3.542
O 3.799 -9.658 3.357
F 5.456 -10.153 4.970
Ca 2.922 -6.290 3.100
Br 1.375 -2.413 -2.482
```

Values from the calculation:
Net charge: +1
Highest occupied orbital energy in eV: -8.3
Spin multiplicity: 1
LUMO in eV: -5.2

Formula: C32H32BFeIN7O
Source: the Open Molecules 2025 dataset
Level of theory: ωB97M-V/def2-TZVPD

The geometry in XYZ format:
```
75
Properties=species:S:1:pos:R:3
Fe -0.076 -0.299 -0.356
C 1.619 1.386 4.633
C 0.881 0.472 3.713
C 0.057 -0.593 4.027
C -0.393 -1.097 2.799
N 0.118 -0.355 1.809
N 0.902 0.588 2.372
B 1.777 1.492 1.467
N 2.552 0.535 0.490
N 1.905 -0.302 -0.353
C 2.822 -1.003 -1.030
C 4.090 -0.598 -0.609
C 3.878 0.374 0.354
C 4.891 1.139 1.137
C 2.491 -2.025 -2.042
C 3.522 -2.701 -2.692
C 3.250 -3.667 -3.647
C 1.939 -3.981 -3.975
C 0.902 -3.316 -3.339
C 1.180 -2.351 -2.385
N 0.882 2.394 0.590
N 0.127 1.840 -0.387
C -0.389 2.834 -1.113
C 0.035 4.058 -0.575
C 0.838 3.738 0.501
C 1.568 4.649 1.430
C -1.258 2.583 -2.275
C -2.200 3.531 -2.664
C -3.047 3.277 -3.732
C -2.971 2.072 -4.414
C -2.015 1.133 -4.052
C -1.155 1.394 -2.997
C -1.320 -2.209 2.531
C -1.264 -2.911 1.327
C -2.201 -3.890 1.036
C -3.183 -4.210 1.965
C -3.217 -3.550 3.186
C -2.302 -2.545 3.461
H 1.359 1.156 5.663
H 2.698 1.273 4.521
H 1.373 2.427 4.424
H -0.162 -0.974 5.010
H 2.541 2.138 2.111
H 5.048 -0.954 -0.946
H 5.891 0.833 0.840
H 4.788 2.211 0.970
H 4.775 0.953 2.206
H 4.551 -2.473 -2.454
H 4.068 -4.179 -4.136
H 1.724 -4.735 -4.720
H -0.126 -3.550 -3.584
H 0.339 -1.848 -1.911
H -0.200 5.046 -0.934
H 1.306 5.681 1.211
H 1.323 4.433 2.470
H 2.647 4.539 1.313
H -2.283 4.457 -2.110
H -3.772 4.024 -4.031
H -3.647 1.869 -5.235
H -1.924 0.209 -4.611
H -0.362 0.692 -2.754
H -0.465 -2.704 0.624
H -2.168 -4.405 0.083
H -3.908 -4.983 1.748
H -3.967 -3.812 3.922
H -2.360 -2.004 4.398
N -3.355 -0.240 1.266
C -3.144 -0.524 -0.009
O -1.987 -0.495 -0.470
C -4.284 -0.899 -0.855
I -5.342 1.368 -1.360
H -2.593 0.119 1.822
H -4.296 -0.149 1.615
H -5.216 -1.212 -0.405
H -4.104 -1.173 -1.883
```

Values from the calculation:
Net charge: +1
Highest occupied orbital energy (alpha / beta) in eV: -10.9 / -10.9
Spin multiplicity: 5
LUMO (alpha / beta) in eV: -4.4 / -4.4

For each record above, in turn, the calculated maximum force values are 0.0117, 0.0128, 0.0679, 0.0281, 0.2009, 0.0666 hartree/bohr.